No. 1
This record from the OMol25 dataset describes C26H48Ge2N6OSn as an isolated structure. The level of theory is wB97M-V/def2-TZVPD.

The geometry in XYZ format:
```
84
Properties=species:S:1:pos:R:3:forces:R:3
Sn 0.848786 -1.054965 1.431719 0.3 -0.6 0.1
C 2.711819 3.352244 2.148022 -0.1 -0.1 -0.1
C 1.669075 2.235043 2.075206 -0.1 -0.2 -0.4
Ge 0.730163 2.170486 0.290688 0.3 0.4 0.0
C 2.036996 1.990830 -1.224324 -0.3 -0.1 0.3
C 2.832817 3.272791 -1.477131 -0.1 -0.1 0.1
C -0.306690 3.833019 0.177830 0.0 -0.2 0.0
C -1.617433 3.531031 0.225200 0.0 -0.5 0.0
Ge -1.716964 1.541414 0.254246 0.3 -0.3 0.0
C -2.326738 0.647014 1.938730 0.0 0.3 -0.4
C -3.785515 0.917705 2.312596 0.1 0.0 0.0
C -2.333204 0.638023 -1.416542 0.0 0.3 0.3
C -3.796309 0.902215 -1.777070 0.1 0.0 0.0
C -2.764966 4.442415 0.244614 -0.3 0.2 0.0
C -4.059864 3.920299 0.265412 0.2 0.0 0.0
C -5.171347 4.744930 0.295867 -0.1 0.0 0.0
C -5.003632 6.121056 0.310382 0.0 -0.1 0.0
C -3.723134 6.658039 0.290214 0.0 0.1 0.0
C -2.614092 5.832089 0.258409 0.0 -0.1 0.0
H 3.038627 3.522099 3.174168 0.0 0.0 0.0
H 2.287590 4.283974 1.771791 0.1 0.1 0.0
H 3.591514 3.119263 1.546180 0.0 0.1 0.0
H 0.880277 2.420954 2.807947 0.0 -0.1 0.0
H 2.132085 1.274695 2.341734 0.0 0.1 0.1
H 1.448042 1.747946 -2.111292 0.0 -0.1 0.0
H 2.703740 1.139217 -1.051604 0.0 0.0 -0.1
H 2.160142 4.126650 -1.563204 0.1 0.0 0.0
H 3.398858 3.198889 -2.406429 0.0 0.0 0.0
H 3.530770 3.483978 -0.667291 0.0 0.0 0.0
H 0.059376 4.855564 0.129029 0.0 0.0 0.0
H -1.667253 1.002234 2.736039 0.0 0.0 0.0
H -2.160350 -0.428240 1.821280 0.0 0.0 0.0
H -3.953153 1.984708 2.456330 -0.1 0.0 0.0
H -4.050503 0.409783 3.240691 0.0 0.0 0.0
H -4.463500 0.569049 1.531556 -0.1 0.0 0.0
H -2.152063 -0.432455 -1.298227 0.0 0.0 0.0
H -1.682226 0.995707 -2.216804 0.0 0.0 0.0
H -4.471446 0.545422 -0.996979 0.0 0.0 0.0
H -4.060893 0.398150 -2.707670 0.0 0.0 0.0
H -3.973783 1.968222 -1.916247 -0.1 0.0 0.0
H -4.187524 2.842600 0.254588 -0.1 0.0 0.0
H -6.165782 4.318623 0.311944 0.0 0.0 0.0
H -5.867008 6.771896 0.338426 0.0 0.0 0.0
H -3.589420 7.731704 0.303284 0.0 0.0 0.0
H -1.627667 6.277048 0.243977 0.0 0.0 0.0
C 6.519655 -1.885046 0.121415 0.0 -0.1 -0.1
N 5.366041 -1.054987 0.467502 0.1 0.0 0.1
C 5.549341 0.396608 0.496966 -0.1 0.1 -0.1
C 4.141522 -1.553241 0.675416 0.0 0.0 0.0
N 3.081398 -0.817332 0.865740 -0.5 0.3 0.0
N 4.036910 -2.932272 0.687712 0.1 -0.1 -0.1
C 2.957067 -3.706166 1.037338 -0.2 -0.1 0.0
N 3.193731 -5.030981 1.001918 0.1 0.0 -0.1
N 1.805306 -3.206100 1.370358 -0.3 0.4 -0.1
H 7.422144 -1.298821 0.252450 0.0 0.0 0.0
H 6.481185 -2.214006 -0.919651 0.0 0.0 0.0
H 6.618806 -2.748951 0.780995 0.0 0.1 0.1
H 6.611040 0.615051 0.491295 0.0 0.0 0.0
H 5.128576 0.820629 1.410506 0.0 0.0 0.0
H 5.100343 0.880971 -0.374350 0.0 0.0 0.0
H 3.294313 0.171226 0.803041 0.0 0.0 0.0
H 4.875329 -3.437776 0.458725 0.0 0.0 0.0
H 4.093802 -5.428457 0.793552 0.0 0.1 0.0
H 2.467978 -5.683250 1.240483 0.0 0.0 0.0
H 1.146237 -3.937706 1.609978 0.0 0.0 0.0
O -0.869753 -2.127534 0.319635 0.3 0.1 0.2
C -1.447240 -2.826767 -0.554557 0.0 0.0 -0.2
C -0.829608 -3.051371 -1.902710 0.1 -0.2 0.1
C -0.277509 -4.488532 -2.005573 -0.2 0.0 -0.1
C -1.349882 -5.514751 -2.377290 0.0 0.0 0.3
C -2.480011 -5.648925 -1.355093 0.0 0.1 -0.2
C -3.286463 -4.362612 -1.159318 0.1 -0.3 -0.1
N -2.602752 -3.405206 -0.285325 0.0 0.0 0.1
H -0.032698 -2.320566 -2.024861 0.0 0.1 0.0
H -1.569430 -2.895562 -2.689931 0.0 0.1 0.0
H 0.195188 -4.761078 -1.055338 0.1 0.0 0.0
H 0.498255 -4.502951 -2.771447 0.0 0.0 0.0
H -0.873541 -6.488454 -2.499958 0.0 0.0 -0.1
H -1.778494 -5.239349 -3.344714 0.0 0.0 0.0
H -2.078161 -5.967524 -0.388984 -0.1 0.0 0.0
H -3.162871 -6.429824 -1.692139 0.0 0.0 0.0
H -4.243922 -4.588868 -0.697034 0.0 0.1 0.0
H -3.489798 -3.893924 -2.124024 -0.1 0.0 0.0
H -2.980239 -3.258971 0.639971 0.0 0.1 0.0
```
Forces are in eV/Å.

Its calculated total energy is -5790.95970 Ha. The calculation puts the gap between HOMO and LUMO at 6.180 eV. As for the net charge: +2. The spin multiplicity is 1.

Atomic partial charges in e from the Löwdin method, atoms 1 to 8: atom 1 (Sn): 1.40, atom 2 (C): -0.16, atom 3 (C): -0.41, atom 4 (Ge): 0.79, atom 5 (C): -0.37, atom 6 (C): -0.16, atom 7 (C): -0.22, atom 8 (C): -0.34

=====

No. 2
This record from the OMol25 dataset describes C26H48MnO2P2 as an isolated structure at a distorted geometry. The level of theory is wB97M-V/def2-TZVPD.

The geometry in XYZ format:
```
79
Properties=species:S:1:pos:R:3:forces:R:3
Mn 0.008031 0.189957 0.964210 -1.0 0.2 1.1
C 1.492693 -2.373122 0.156283 -0.5 -0.5 -0.6
C 0.548271 -2.433292 1.332257 -0.3 -1.2 -1.2
C -0.472682 -1.365272 -0.554183 -0.5 -2.3 1.4
C 0.894338 -1.728114 -0.899044 0.3 -0.2 0.3
C -0.743188 -1.875577 0.755563 0.0 0.1 -2.2
C 2.821491 -3.034386 0.127356 0.8 0.1 0.2
H 3.169172 -3.302025 1.134249 -0.1 0.1 -0.3
H 3.592964 -2.388055 -0.323410 -0.3 -0.2 0.1
H 2.793519 -3.959900 -0.472319 -0.1 0.3 0.2
C 1.446447 -1.594133 -2.278303 0.1 0.2 -0.3
H 2.520697 -1.813861 -2.318563 -0.3 0.1 0.1
H 1.299939 -0.580105 -2.678669 0.1 -0.4 0.1
H 0.948004 -2.290436 -2.969964 0.0 0.1 0.3
C -1.512999 -0.902632 -1.525017 0.0 0.6 0.5
H -1.766864 -1.675919 -2.266709 0.2 0.1 0.2
H -1.170850 -0.011893 -2.073900 -0.2 -0.3 0.1
H -2.444960 -0.632185 -1.007425 0.5 -0.1 -0.2
C -2.091598 -2.110327 1.331963 -0.6 0.2 0.6
H -2.011526 -2.532764 2.341885 -0.1 0.2 -0.2
H -2.701572 -2.806132 0.727612 0.4 0.2 0.1
H -2.651505 -1.167841 1.416545 0.0 -0.4 0.0
C 0.471797 -3.695694 2.194542 -0.1 0.0 -0.2
H -0.000225 -4.509082 1.633484 0.1 0.1 0.1
H -0.119899 -3.489555 3.096352 0.2 -0.1 -0.2
H 1.476808 -4.011320 2.491437 -0.2 0.1 0.0
C 0.907384 2.153771 0.955091 1.4 0.1 2.3
C 1.411920 1.379772 2.037069 0.9 2.7 -0.6
C 1.079330 1.777866 3.492926 0.8 -0.1 -0.5
C -0.116790 1.165838 4.103865 -1.1 0.3 0.7
C -1.303529 0.943807 3.501518 0.4 -0.4 0.2
C -1.589272 1.285514 2.117928 -0.3 -0.1 -1.4
C -1.494839 2.748242 1.678710 -0.4 0.4 -0.3
C -0.112465 3.238796 1.202579 -0.6 0.6 -0.4
H 0.997192 2.881867 3.580698 0.2 -0.5 -0.2
H -0.029926 1.016139 5.182206 -0.2 -0.2 -0.4
H 1.943168 1.475959 4.117168 -0.3 0.2 -0.5
H 0.245761 3.987859 1.929507 0.3 -0.4 -0.3
H 1.523485 2.268655 0.055452 -0.3 -0.7 0.0
H 2.393957 0.899587 1.929942 -0.6 0.0 -0.2
H -0.254847 3.788992 0.260476 0.1 -0.1 0.3
H -2.205268 2.877603 0.842130 0.3 -0.1 0.3
H -2.512462 0.822114 1.738238 0.1 0.4 0.4
H -1.846588 3.435787 2.472375 0.0 -0.4 -0.2
H 0.538287 -1.470191 4.684564 -0.8 0.2 0.7
H -2.107146 0.485092 4.095959 0.5 0.0 -0.3
P 3.682152 0.992129 -3.283341 0.8 0.5 -0.7
C 4.842220 0.125155 -4.438461 -0.3 -0.3 0.2
H 5.645470 0.801021 -4.760029 -0.2 -0.2 0.0
H 4.280883 -0.227304 -5.311663 0.2 0.0 0.1
H 5.272235 -0.744763 -3.930351 0.1 0.1 -0.2
C 3.323179 2.393065 -4.432400 -0.3 -0.1 0.2
H 4.252427 2.864774 -4.778402 -0.3 -0.1 0.0
H 2.700433 3.126946 -3.909338 0.1 0.0 -0.2
H 2.760134 2.006344 -5.290530 0.1 0.2 0.1
C 4.981871 1.827983 -2.275852 -0.2 -0.1 0.2
H 5.733018 2.301271 -2.922575 -0.2 -0.1 0.2
H 5.458810 1.075548 -1.635545 0.0 0.2 -0.1
H 4.504462 2.579397 -1.635933 0.2 -0.1 -0.1
P -4.129325 0.562683 -2.686103 -1.1 0.3 -0.7
C -5.671213 -0.350955 -2.241214 0.2 -0.1 0.2
H -6.548936 0.127484 -2.695973 0.2 -0.2 0.1
H -5.775229 -0.365807 -1.150425 -0.2 -0.1 -0.2
H -5.580828 -1.383810 -2.599130 -0.1 0.2 0.1
C -4.762653 2.267556 -2.391028 0.3 0.0 0.1
H -5.707240 2.424401 -2.928390 0.2 0.1 0.2
H -4.008055 2.982097 -2.741265 -0.2 0.0 0.1
H -4.908734 2.411912 -1.314194 0.0 0.1 -0.2
C -4.419202 0.530826 -4.510407 0.4 0.0 0.0
H -5.377370 1.007002 -4.755776 0.2 -0.2 0.0
H -4.416294 -0.509292 -4.856689 0.0 0.2 0.0
H -3.601423 1.064072 -5.006985 -0.2 -0.1 -0.1
C 0.367989 -1.706386 6.624852 -0.2 -0.2 0.3
O -0.175259 -1.368949 5.354389 1.0 -0.4 -0.6
C 0.990885 -1.239515 2.091236 1.4 1.1 2.5
O 1.544545 -1.241648 3.171286 -0.4 -0.1 -1.7
H 1.411722 -2.057267 6.592046 -0.3 0.1 -0.2
H -0.256871 -2.506112 7.034414 0.2 0.1 0.2
H 0.322571 -0.839249 7.299131 0.0 -0.2 -0.1
```
Forces are in eV/Å.

The expectation value of S² is 6.360. Its calculated total energy is -3003.22899 Ha. The calculation puts the gap between HOMO and LUMO (spin up / spin down) at 5.331 / 5.629 eV. As for the net charge: +1. The spin multiplicity is 5.

Atomic partial charges in e from the Löwdin method, atoms 1 to 8: atom 1 (Mn): 0.87, atom 2 (C): -0.15, atom 3 (C): -0.39, atom 4 (C): -0.24, atom 5 (C): -0.18, atom 6 (C): -0.22, atom 7 (C): 0.00, atom 8 (H): 0.09

=====

| no. | molar mass (u) |
| --- | --- |
| 1 | 724.64 |
| 2 | 509.55 |